# 1
A 6-piece molecular cluster, C24H66N6O6 overall, computed with the ωB97M-V functional and the def2-TZVPD basis.

Positions of all 102 atoms, in Å:
C -4.697 -4.264 -0.010
C -3.982 -4.877 1.188
C -3.075 -6.021 0.803
O -3.832 -7.052 0.207
C -3.032 -7.967 -0.508
N -3.111 -3.880 1.867
H -3.968 -3.886 -0.734
H -5.323 -3.415 0.270
H -5.326 -5.006 -0.509
H -4.713 -5.145 1.953
H -2.570 -6.385 1.704
H -2.315 -5.650 0.100
H -2.325 -8.477 0.153
H -2.500 -7.457 -1.321
H -3.709 -8.688 -0.963
H -2.623 -3.309 1.176
H -3.663 -3.222 2.405
C 4.244 2.902 -2.784
C 4.049 3.767 -1.570
C 5.125 4.814 -1.387
O 6.393 4.219 -1.408
C 7.413 5.088 -1.786
N 2.763 4.490 -1.757
H 5.227 2.424 -2.832
H 4.229 3.512 -3.693
H 3.489 2.128 -2.907
H 3.913 3.169 -0.660
H 4.946 5.329 -0.430
H 5.005 5.567 -2.178
H 7.439 5.260 -2.873
H 8.389 4.665 -1.538
H 7.375 6.066 -1.289
H 1.979 3.853 -1.756
H 2.622 5.206 -1.057
C 8.161 1.596 -0.155
C 8.065 0.329 0.703
C 7.924 -0.940 -0.080
O 6.948 -0.901 -1.102
C 5.615 -0.692 -0.640
N 9.245 0.163 1.592
H 9.189 1.734 -0.490
H 7.813 2.459 0.412
H 7.517 1.535 -1.035
H 7.281 0.461 1.453
H 7.713 -1.774 0.605
H 8.843 -1.191 -0.617
H 4.986 -1.036 -1.462
H 5.407 0.382 -0.576
H 5.466 -1.258 0.280
H 9.526 1.060 1.965
H 10.048 -0.269 1.155
C -1.839 0.422 0.468
C -1.597 -0.577 -0.658
C -0.408 -0.134 -1.489
O 0.760 -0.226 -0.715
C 1.932 0.098 -1.427
N -1.371 -1.900 -0.022
H -2.143 1.383 0.050
H -0.903 0.572 1.010
H -2.568 0.029 1.171
H -2.479 -0.641 -1.295
H -0.588 0.905 -1.811
H -0.318 -0.735 -2.407
H 2.010 -0.458 -2.368
H 2.771 -0.163 -0.785
H 1.966 1.173 -1.636
H -0.461 -1.809 0.428
H -1.189 -2.603 -0.737
C -7.420 -0.301 -1.968
C -5.991 0.142 -1.715
C -5.279 0.391 -3.028
O -3.959 0.832 -2.730
C -3.097 0.780 -3.824
N -5.995 1.408 -0.978
H -7.949 -0.589 -1.063
H -7.474 -1.109 -2.704
H -7.961 0.515 -2.460
H -5.439 -0.658 -1.199
H -5.812 1.169 -3.587
H -5.238 -0.533 -3.617
H -3.001 -0.224 -4.252
H -2.138 1.181 -3.498
H -3.411 1.445 -4.646
H -5.040 1.724 -0.848
H -6.391 1.281 -0.054
C -4.973 0.628 4.891
C -3.578 0.016 4.749
C -2.556 1.093 4.484
O -2.950 1.835 3.359
C -2.263 3.040 3.226
N -3.234 -0.698 5.966
H -5.684 -0.038 5.381
H -5.381 0.960 3.939
H -4.906 1.534 5.507
H -3.608 -0.571 3.813
H -1.557 0.652 4.333
H -2.463 1.764 5.354
H -2.456 3.736 4.056
H -2.565 3.541 2.307
H -1.174 2.886 3.181
H -2.318 -1.129 5.904
H -3.900 -1.457 6.064

Atoms 1-3, force components in eV/Å:
-0.127 -0.279 -0.269
0.312 1.582 0.508
-0.269 -0.253 0.193

Its SMILES is COC[C@H](C)N.COC[C@H](C)N.COC[C@H](C)N.COC[C@H](C)N.COC[C@H](C)N.COC[C@H](C)N. The calculation puts the HOMO-LUMO gap at 0.343 Ha. Its relative energy (zero: lowest compared OMol25 entry of this formula, charge and spin) is 0.9528 eV.

=====

# 2
One molecule with the formula C22H18N4O4S, computed with the ωB97M-V functional and the def2-TZVPD basis.

Positions of all 49 atoms, in Å:
C 7.514 2.113 -1.451
H 8.139 1.517 -0.779
O 6.248 2.369 -0.888
C 5.438 1.323 -0.596
C 5.759 -0.017 -0.804
C 4.848 -0.999 -0.467
C 3.621 -0.674 0.104
C 3.293 0.670 0.297
C 4.190 1.652 -0.056
H 3.950 2.695 0.072
H 2.318 0.947 0.670
C 2.677 -1.764 0.428
O 2.629 -2.811 -0.176
N 1.873 -1.485 1.528
C 0.687 -2.054 1.924
O 0.169 -1.741 2.968
C 0.058 -3.059 0.994
H -0.764 -3.556 1.509
H 0.788 -3.777 0.624
S -0.640 -2.270 -0.508
C -0.915 -0.628 0.011
N -0.046 0.184 0.550
N -0.643 1.357 0.752
C -1.883 1.272 0.333
N -2.119 0.009 -0.157
C -3.312 -0.565 -0.633
C -3.331 -1.175 -1.881
C -4.499 -1.764 -2.331
C -5.638 -1.745 -1.543
C -5.610 -1.141 -0.296
C -4.448 -0.553 0.167
H -4.412 -0.088 1.140
H -6.495 -1.134 0.323
H -6.547 -2.206 -1.899
H -4.516 -2.239 -3.300
H -2.437 -1.184 -2.486
C -2.824 2.358 0.317
C -3.985 2.552 -0.393
C -4.448 3.836 -0.034
C -3.542 4.324 0.859
O -2.560 3.443 1.073
H -3.493 5.253 1.392
H -5.331 4.323 -0.394
H -4.440 1.877 -1.087
H 2.127 -0.676 2.082
H 5.083 -2.039 -0.634
H 6.707 -0.304 -1.230
H 7.973 3.089 -1.597
H 7.429 1.605 -2.417

Atoms 1-3, force components in eV/Å:
0.221 -0.055 -0.096
-0.034 0.013 -0.033
-0.298 0.028 0.127

Its SMILES is COc1ccc(C(=O)NC(=O)CSc2nnc(-c3ccco3)n2-c2ccccc2)cc1. The calculation puts the HOMO-LUMO gap at 0.319 Ha. Its relative energy (zero: lowest compared OMol25 entry of this formula, charge and spin) is 0.8387 eV.

=====

# 3
One molecule with the formula C5H9NO, computed with the ωB97M-V functional and the def2-TZVPD basis.

Positions of all 16 atoms, in Å:
C 0.137 -1.330 -1.586
C 0.358 -0.126 -0.666
C -0.247 -0.396 0.722
C -0.616 0.875 1.467
O -1.405 1.690 0.619
C 1.778 0.252 -0.568
N 2.887 0.575 -0.491
H -0.942 -1.438 -1.739
H 0.510 -2.248 -1.121
H 0.616 -1.208 -2.560
H -0.160 0.745 -1.083
H -1.143 -1.013 0.579
H 0.447 -0.977 1.340
H 0.303 1.396 1.771
H -1.173 0.605 2.376
H -1.350 2.598 0.940

Atoms 1-3, force components in eV/Å:
-0.003 -0.075 -0.069
-0.059 0.016 -0.018
-0.042 -0.032 0.063

Its SMILES is C[C@H](C#N)CCO. The calculation puts the HOMO-LUMO gap at 0.423 Ha. Its relative energy (zero: lowest compared OMol25 entry of this formula, charge and spin) is 1.0757 eV.

=====

# 4
A 6-piece molecular cluster, C23H49BCl2O6P overall, computed with the ωB97M-V functional and the def2-TZVPD basis.

Positions of all 82 atoms, in Å:
C -2.177 -0.163 -0.460
C -2.261 0.282 -1.934
C -0.921 0.126 -2.652
Cl -1.300 0.168 -4.459
B 0.323 1.167 -2.301
P -0.108 2.413 -0.883
O -1.040 3.498 -1.735
Cl 1.733 3.532 -0.831
H -2.982 -0.862 -0.234
H -2.240 0.688 0.214
H -1.233 -0.676 -0.271
H -3.000 -0.340 -2.445
H -2.636 1.305 -2.004
H -0.598 -0.900 -2.493
H 0.649 1.834 -3.271
H 1.305 0.547 -1.933
H -1.023 3.237 -2.667
C 5.600 4.178 2.695
C 4.240 4.668 3.191
C 3.307 3.610 2.609
O 4.062 2.393 2.592
C 5.436 2.667 2.819
H 6.444 4.558 3.271
H 5.741 4.460 1.650
H 4.210 4.656 4.284
H 3.988 5.672 2.852
H 3.007 3.873 1.592
H 2.408 3.452 3.205
H 5.716 2.327 3.825
H 6.031 2.109 2.092
C 6.328 -0.328 -2.506
C 6.069 1.096 -2.019
C 4.544 1.137 -1.967
O 4.137 -0.196 -1.646
C 5.226 -1.092 -1.779
H 7.326 -0.702 -2.273
H 6.182 -0.388 -3.587
H 6.488 1.236 -1.019
H 6.486 1.863 -2.673
H 4.115 1.425 -2.932
H 4.158 1.821 -1.213
H 5.565 -1.407 -0.783
H 4.890 -1.979 -2.321
C -5.118 5.037 -0.558
C -5.167 4.613 0.910
C -5.105 3.094 0.785
O -4.337 2.818 -0.376
C -4.139 4.018 -1.132
H -4.781 6.063 -0.705
H -6.106 4.931 -1.014
H -4.286 4.985 1.436
H -6.056 4.955 1.440
H -6.112 2.672 0.666
H -4.631 2.612 1.643
H -3.103 4.344 -1.026
H -4.320 3.793 -2.184
C 0.635 -5.145 -1.192
C -0.674 -5.764 -1.683
C -1.652 -4.614 -1.469
O -0.899 -3.416 -1.646
C 0.495 -3.707 -1.681
H 1.527 -5.635 -1.582
H 0.678 -5.173 -0.100
H -0.597 -6.010 -2.745
H -0.965 -6.666 -1.143
H -2.062 -4.615 -0.455
H -2.483 -4.619 -2.178
H 0.862 -3.599 -2.708
H 1.019 -2.982 -1.057
C -4.046 -5.249 3.770
C -3.417 -3.863 3.917
C -2.605 -3.756 2.632
O -3.320 -4.512 1.652
C -4.335 -5.291 2.273
H -4.941 -5.391 4.375
H -3.323 -6.022 4.040
H -4.195 -3.097 3.938
H -2.804 -3.751 4.810
H -1.605 -4.187 2.757
H -2.495 -2.734 2.271
H -5.315 -4.854 2.049
H -4.307 -6.301 1.858

Atoms 1-3, force components in eV/Å:
0.055 0.102 -0.234
-0.122 -0.207 -0.006
0.045 0.305 0.200

As for the charge: -1. The calculation puts the HOMO-LUMO gap at 0.241 Ha.

=====

# 5
C55H34Cl4F3I2N6SSr as an isolated structure, computed with the ωB97M-V functional and the def2-TZVPD basis.

Positions of all 106 atoms, in Å:
Sr -1.003 0.191 0.140
Cl 0.196 -5.374 -7.649
C 0.090 -4.205 -6.361
C 1.040 -3.202 -6.273
C 0.951 -2.276 -5.245
C -0.072 -2.338 -4.303
C -1.017 -3.358 -4.422
C -0.943 -4.292 -5.444
C -0.177 -1.343 -3.199
C -1.307 -0.505 -3.208
C -2.258 -0.419 -4.308
C -3.139 0.550 -3.983
C -2.738 1.063 -2.680
C -3.362 2.145 -2.042
C -4.620 2.645 -2.672
C -4.656 3.852 -3.363
C -5.824 4.301 -3.961
C -6.967 3.528 -3.866
Cl -8.439 4.084 -4.619
C -6.962 2.321 -3.188
C -5.786 1.888 -2.595
C -2.884 2.847 -0.915
N -1.782 2.528 -0.201
C -1.579 3.523 0.704
C -0.472 3.636 1.558
C -0.447 4.829 2.458
C 0.329 5.939 2.137
C 0.356 7.057 2.956
C -0.406 7.061 4.112
Cl -0.380 8.462 5.149
C -1.187 5.973 4.459
C -1.201 4.863 3.627
C 0.655 2.794 1.586
C 1.839 3.028 2.386
C 2.717 2.043 2.072
C 2.065 1.199 1.089
N 0.822 1.677 0.834
C 2.681 0.097 0.461
C 2.171 -0.636 -0.621
C 2.863 -1.724 -1.294
C 2.069 -2.128 -2.312
C 0.887 -1.288 -2.275
N 0.970 -0.434 -1.230
C 4.001 -0.325 1.011
C 4.083 -0.790 2.322
C 5.282 -1.240 2.851
C 6.416 -1.215 2.059
Cl 7.924 -1.802 2.704
C 6.373 -0.734 0.761
C 5.165 -0.288 0.247
C -2.646 4.501 0.595
C -3.459 4.079 -0.401
N -1.643 0.391 -2.246
H 1.835 -3.145 -7.004
H 1.684 -1.482 -5.175
H -1.824 -3.419 -3.701
H -1.677 -5.082 -5.526
H -2.221 -0.993 -5.219
H -3.963 0.914 -4.576
H -3.752 4.444 -3.437
H -5.849 5.238 -4.502
H -7.866 1.731 -3.126
H -5.765 0.943 -2.065
H 0.919 5.922 1.229
H 0.958 7.918 2.703
H -1.773 5.994 5.368
H -1.808 4.007 3.894
H 1.986 3.844 3.074
H 3.717 1.912 2.451
H 3.822 -2.129 -1.020
H 2.265 -2.920 -3.017
H 3.182 -0.816 2.922
H 5.334 -1.625 3.860
H 7.274 -0.708 0.164
H 5.120 0.091 -0.766
H -2.740 5.398 1.186
H -4.350 4.560 -0.769
I -2.797 1.134 3.014
C -3.797 -0.698 3.419
I -2.816 -1.993 4.784
H -3.923 -1.212 2.470
H -4.756 -0.453 3.856
N -1.416 -2.975 -0.541
C -2.547 -2.957 0.189
N -2.465 -3.530 1.407
S -3.973 -2.278 -0.395
H -0.530 -3.028 -0.045
H -1.422 -2.490 -1.427
H -1.561 -3.482 1.874
H -3.273 -3.417 1.994
F 6.360 -5.723 2.701
C 5.581 -5.370 3.739
F 6.341 -4.617 4.563
F 5.310 -6.508 4.422
C 4.337 -4.660 3.316
C 3.538 -4.072 4.291
C 2.385 -3.403 3.929
C 2.007 -3.304 2.583
C 2.810 -3.924 1.620
C 3.966 -4.594 1.982
C 0.873 -2.523 2.194
C -0.044 -1.758 1.900
H 3.830 -4.128 5.333
H 1.769 -2.923 4.678
H 2.531 -3.841 0.577
H 4.589 -5.048 1.224

Atoms 1-3, force components in eV/Å:
-0.218 -0.549 0.346
-0.001 -0.015 -0.015
-0.017 0.019 0.018

As for the charge: -1. The calculation puts the HOMO-LUMO gap at 0.209 Ha. Its relative energy (zero: lowest compared OMol25 entry of this formula, charge and spin) is 0.0000 eV.

=====

# 6
C21H22FN3O3S as an isolated structure, computed with the ωB97M-V functional and the def2-TZVPD basis.

Positions of all 51 atoms, in Å:
C 1.983 -0.614 -6.925
H 1.860 -1.669 -6.348
O 0.985 0.113 -6.347
C 0.914 0.505 -5.160
C 1.681 0.017 -4.316
C 1.771 0.572 -3.005
C 0.769 1.540 -2.619
C -0.168 1.650 -3.509
C -0.052 1.277 -4.846
H -0.830 1.713 -5.495
H -0.752 2.361 -3.161
N 0.701 1.626 -1.293
C 1.180 1.435 -0.174
O 2.501 0.823 -0.095
C 0.723 1.824 1.163
H 1.600 2.541 1.754
H -0.180 2.740 1.060
C 0.314 0.759 1.906
N -0.354 -0.350 1.177
C 0.414 -1.281 0.858
S -0.128 -2.686 -0.193
N 1.641 -1.215 1.565
C 1.664 -0.163 2.376
O 2.522 0.270 3.123
C 2.536 -2.630 1.600
H 3.139 -2.172 2.519
H 2.870 -2.219 0.623
H 2.132 -3.422 1.771
C -1.673 0.110 0.479
H -1.746 -0.220 -0.479
H -1.859 0.960 0.666
C -2.823 -0.936 1.244
C -2.596 -0.606 2.825
C -2.098 -1.486 3.544
C -1.855 -1.233 4.906
C -2.100 -0.140 5.612
C -2.986 0.685 4.705
C -2.960 0.805 3.424
F -3.632 1.498 2.582
H -3.105 1.814 5.060
H -2.172 0.285 6.646
H -1.108 -1.797 5.512
H -1.617 -2.392 3.078
H -2.713 -1.804 1.000
H -3.692 -0.615 0.863
H -0.388 0.930 2.949
H -0.305 2.402 -1.001
H 2.379 0.228 -2.133
H 2.737 -0.712 -4.510
H 1.885 -0.793 -8.145
H 2.984 -0.327 -6.834

Atoms 1-3, force components in eV/Å:
-1.063 -5.319 -1.522
0.871 1.714 -1.905
-1.146 0.368 -7.783

The calculation puts the HOMO-LUMO gap at 0.292 Ha. Its relative energy (zero: lowest compared OMol25 entry of this formula, charge and spin) is 20.5406 eV.

=====

| no. | strongest force on any atom (eV Å⁻¹) | LUMO level (eV) | DFT total energy (eV) |
| --- | --- | --- | --- |
| 1 | 1.844 | 0.45 | -47180.764 |
| 2 | 1.343 | 0.51 | -48091.224 |
| 3 | 1.139 | 0.77 | -8868.137 |
| 4 | 0.606 | 2.48 | -71941.448 |
| 5 | 0.684 | 1.11 | -152648.406 |
| 6 | 16.834 | -0.20 | -46280.913 |